Here is a cluster of 8 separate species, C27H26F20O24S2 in total from the OMol25 dataset. Energies are from ωB97M-V/def2-TZVPD.

Results
Maximum force ... 1.1 eV Å⁻¹
HOMO-LUMO gap ... 0.3807 hartree
Calculated total energy ... -5643.941105 Eh

The geometry in ORCA input format:
```
! RIJCOSX wB97M-V def2-TZVPD def2/J DEFGRID3
* xyz 0 1
C 2.22215 0.81913 5.73128
O -8.47195 -6.02660 -2.86044
F -0.12027 3.14466 -2.20443
F -0.08087 5.20359 1.59993
C -0.51872 2.18424 -0.07527
H 4.83596 5.31126 -1.30130
C -6.03461 2.38352 -3.28093
F -8.54558 -2.91751 -1.37037
H 4.36735 0.62489 6.21676
O -1.50096 0.88472 8.34624
C 3.76826 2.29194 0.76635
H 3.93977 0.39328 -3.96856
C 5.15920 2.19259 -4.31649
F 0.65709 3.13638 1.94115
O 3.58405 -0.89546 5.08676
O -0.20399 -0.77431 9.06616
O -10.39482 -6.89827 -2.07158
C 0.13817 2.04409 -1.49181
O 7.42066 -0.09905 -5.41543
H -1.65197 1.87421 10.17060
C -4.71548 0.86871 -4.30819
C -7.83577 -4.74773 -2.73016
O 5.20221 0.29701 -5.58306
O -3.74953 0.29369 -4.68984
C -0.72354 -0.15637 7.97408
H 4.16306 2.26379 1.78546
C 2.84840 1.08073 0.62231
C -3.94624 -3.48978 -3.01832
F -0.54065 1.03452 -2.05918
C 5.84646 -2.08431 -0.59746
O -4.25852 -2.34110 -2.36484
S 5.70726 3.59680 -0.35426
H -6.11315 3.26473 -3.91837
O 4.88940 2.24000 -0.14026
O -2.64676 -3.48337 -3.41486
H -2.53627 0.33446 10.05229
H 0.50393 0.68428 10.32306
F 3.24956 1.43374 -5.52574
C -6.87228 1.24308 -3.82280
H 5.14196 3.00737 -5.04224
C -2.18960 -2.14188 -3.29820
F -1.20075 4.55691 -0.20360
H 3.39396 0.21499 1.00603
F 1.01805 4.16180 -0.02334
C -1.62497 0.86414 9.77297
F 1.68618 1.13994 -2.92411
H -6.75371 -4.83900 -2.74257
H 2.03341 1.21649 1.32966
O -4.71600 -4.37230 -3.21566
H 1.30788 0.33167 6.07397
O 2.29816 0.74384 4.30027
O 4.71547 4.35627 -1.41615
H 3.20884 -2.96370 -0.68369
H -8.15756 -4.09788 -3.54579
C 4.30321 1.03155 -4.77275
C 6.46590 0.53679 -5.12583
F -0.20897 1.17521 0.72286
F 1.54163 -0.40436 -0.67718
O -4.71042 1.84387 -3.37182
O 4.97745 -2.63510 0.29929
O 3.20103 -0.73169 2.86678
C -8.38836 -4.26740 -1.40763
C -9.59092 -6.02999 -2.10261
C 3.45037 0.03721 6.14551
S -0.26657 3.83461 0.84959
H -6.27080 2.65061 -2.25530
F -0.59998 -0.66387 11.28790
H 5.60094 -4.78115 -1.32549
O -9.65907 -4.88331 -1.36073
F 3.26680 -0.62545 7.31053
H -7.80921 -4.57436 -0.53521
H -3.22459 -0.52681 -2.29744
C 4.98129 -3.92122 -1.58357
H 4.88661 2.57449 -3.33671
C 1.67250 1.70789 -1.68607
O 6.46333 1.60589 -4.29311
F -1.53232 3.51204 1.75303
H -7.18082 0.50816 -3.07735
F -0.87833 -2.15165 -2.95236
F 3.78334 -4.55146 0.37974
H 2.23767 1.85449 6.06185
H -2.30782 -1.63476 -4.25458
H 4.41693 -4.13449 -2.48681
O 6.51998 -1.13456 -0.38686
F -1.83877 2.10456 -0.28849
O -0.51633 -0.48192 6.85138
C 4.11786 -3.50334 -0.41091
H -2.63023 -1.80138 -1.21189
C -3.04671 -1.59350 -2.19886
C 2.36701 0.67624 -0.75340
O 5.61597 4.39984 0.85239
F 2.39267 2.82061 -1.80358
O -5.97942 0.62781 -4.73698
F -7.96446 1.67866 -4.48727
F 3.46247 0.25967 -1.46150
C 3.04105 -0.34010 3.97558
O 5.80842 -2.77000 -1.76558
H 3.22130 3.23224 0.68533
C -0.39399 0.08061 10.18007
*
```